[1]
Density functional theory data (ωB97M-V/def2-TZVPD) for the molecule C3H7N3OS at a distorted geometry.

The geometry in XYZ format:
```
15
Properties=species:S:1:pos:R:3:mulliken_charge:R:1
H 1.617 -2.489 0.984 0.26
N 1.322 -1.662 0.442 -0.61
C 0.260 -1.158 0.913 0.09
N -0.396 -0.054 0.394 -0.02
C -1.608 0.401 1.064 -0.99
C 0.049 0.680 -0.721 0.34
S -0.789 2.028 -1.286 -0.51
N 1.164 0.259 -1.311 -0.07
O 1.671 0.896 -2.403 -0.38
H -0.258 -1.554 1.767 0.30
H -2.445 0.388 0.361 0.34
H -1.504 1.409 1.460 0.35
H -1.798 -0.248 1.903 0.30
H 1.702 -0.541 -1.000 0.31
H 1.013 1.647 -2.567 0.28
```

The calculation puts the electronic energy at -20576.0836 eV. As for the SMILES: [H]/N=C/N(C)C(=S)NO. For the relative energy (zero: lowest compared OMol25 entry of this formula, charge and spin), the calculation gives 48.43 kcal per mole. The calculation puts the LUMO energy at 0.648 eV.

[2]
Density functional theory data (ωB97M-V/def2-TZVPD) for a structure of composition C16H24IN2O8P2V at a distorted geometry.

The geometry in XYZ format:
```
54
Properties=species:S:1:pos:R:3:mulliken_charge:R:1
C -0.054 0.136 -7.356 -0.95
C -0.042 1.096 -6.219 0.65
H -0.052 0.659 -8.307 0.34
H -0.947 -0.482 -7.316 0.35
H 0.829 -0.497 -7.321 0.35
O -0.037 2.288 -6.212 -0.30
I -0.033 -0.011 -4.203 -0.08
V -0.054 -0.258 -1.215 -0.01
P 2.304 0.136 -1.427 1.19
C 2.987 1.396 -0.318 -1.18
C 2.887 -1.357 -0.557 -1.30
H 3.961 -1.470 -0.776 0.45
H 4.254 -0.002 -2.904 0.45
H 2.313 -2.237 -0.889 0.45
H 2.708 -0.386 -3.746 0.34
H 2.539 1.250 0.672 0.27
H 2.718 -1.226 0.526 0.32
C 3.193 0.268 -3.009 -1.14
H 4.079 1.294 -0.261 0.44
H 3.094 1.290 -3.393 0.37
H 2.700 2.392 -0.675 0.41
P -2.420 0.097 -1.326 1.13
C -3.108 1.407 -0.277 -1.22
C -3.239 0.290 -2.940 -1.20
H -2.600 -2.272 -0.932 0.40
H -4.208 -1.431 -0.744 0.45
H -2.908 -1.360 0.541 0.35
C -3.125 -1.388 -0.539 -1.20
H -2.749 -0.367 -3.670 0.33
H -4.312 0.057 -2.884 0.44
H -4.204 1.345 -0.251 0.42
H -2.784 2.385 -0.651 0.42
H -3.086 1.316 -3.297 0.36
H -2.705 1.281 0.734 0.30
C -0.056 1.592 -1.457 0.40
O -0.071 2.736 -1.652 -0.24
O -0.757 -1.963 1.349 -0.65
C -0.186 -0.931 1.769 0.35
O 0.280 0.036 1.052 -0.55
C -0.007 -0.750 3.286 0.52
C 0.270 0.525 3.806 -0.35
C 0.430 0.710 5.210 -0.41
C 0.254 -0.362 6.105 -0.25
C -0.044 -1.634 5.584 -0.31
C -0.170 -1.829 4.188 -0.38
N -0.258 -2.758 6.477 0.96
O -0.174 -2.549 7.706 -0.55
O -0.525 -3.878 5.991 -0.56
N 0.811 2.002 5.725 0.97
O 1.080 2.909 4.913 -0.58
O 0.865 2.167 6.965 -0.54
H 0.388 1.380 3.134 0.56
H 0.355 -0.217 7.180 0.61
H -0.381 -2.824 3.811 0.59
```

Its spin multiplicity is 3. The calculation puts the electronic energy at -88685.3914 eV. As for the total charge: +2. The expectation value of S² is 2.043. The calculation puts the LUMO energy (spin up / spin down) at -9.301 / -8.724 eV.

electronic energy of number 1 (C3H7N3OS)?
-20576.0836 eV

The highest electronic energy belongs to which entry?
C3H7N3OS

electronic energy of number 2 (C16H24IN2O8P2V)?
-88685.3914 eV